[1]
A structure of composition C28H35BeN5P2 in a non-equilibrium geometry. Source: OMol25; level of theory: the ωB97M-V functional and the def2-TZVPD basis.

total charge: 0
total energy: -2059.0879 a.u.
multiplicity: 1
maximum force: 3.959 eV/Å
HOMO: -8.615 eV

Each line ends with the Mulliken charge.
CARTESIAN COORDINATES (ANGSTROEM)
C 4.497 1.241 -2.939  -0.66
H -6.284 -0.854 -4.150  0.43
C -1.550 2.140 5.139  -0.64
H -1.570 0.208 -4.524  0.42
C 1.929 -1.345 6.858  -0.90
H 0.683 -0.035 2.164  0.00
H 2.311 1.073 5.545  0.56
H 2.662 0.228 -0.335  0.32
H -1.555 1.003 0.186  0.16
H 2.029 -3.942 -2.014  0.41
C 0.962 2.429 4.503  -0.92
P -1.689 -0.654 -2.197  -0.27
P 1.340 -1.143 -2.544  -0.09
C 4.231 1.327 -1.530  -0.57
C -3.900 -2.289 -2.335  -0.41
C -1.771 1.642 -0.660  -0.35
H -0.555 3.949 4.588  0.32
C 2.739 -4.527 -4.075  -0.58
H -2.373 1.906 -3.873  0.42
N 2.784 -0.159 -2.446  0.34
H 4.750 1.953 -0.817  0.40
C -0.842 -0.624 6.642  0.36
H 1.778 3.118 4.781  0.39
Be 0.747 -0.625 5.939  0.00
H 1.849 -0.865 4.125  0.65
H -4.099 0.704 -3.677  0.26
C -5.144 -2.380 -2.942  -0.55
H -1.815 0.385 2.328  0.45
C 1.051 -0.116 4.263  0.62
C 3.597 0.329 -3.475  -0.12
C -1.026 -0.532 -3.920  -1.00
H 2.953 -5.584 -4.013  0.40
C -4.297 -0.305 -3.357  -0.11
C -0.329 3.009 5.123  -0.66
H 1.816 -0.988 7.890  0.19
C 2.883 -3.697 -5.235  -0.79
H 2.463 -1.510 -5.460  0.31
H -2.246 2.367 5.953  0.31
H 0.897 2.485 3.408  0.40
N -1.882 -0.627 7.179  -0.67
C 0.087 -0.165 3.083  -0.73
H 3.222 -4.003 -6.214  0.43
C 2.503 -2.413 -4.868  -0.07
H 5.257 1.784 -3.486  0.43
C -1.888 3.019 -0.773  -0.32
C 0.483 -0.217 -3.916  -0.66
H 1.733 -2.424 6.869  0.21
C -2.161 3.315 -2.147  -1.10
H 0.917 -0.455 -4.898  0.44
C -1.852 1.181 4.260  -0.45
H -2.771 0.590 4.387  0.35
C -5.400 -1.121 -3.589  -0.61
H -0.311 -1.190 3.011  0.40
N -3.368 -1.011 -2.582  0.37
C 2.275 -3.720 -3.042  -0.46
N 2.120 -2.412 -3.525  0.32
C 1.403 1.065 4.924  -0.89
H 2.968 -1.186 6.551  0.27
H -0.734 1.766 2.523  0.18
H -0.115 3.296 6.163  0.43
H -1.207 -1.520 -4.374  0.50
H -2.311 4.293 -2.583  0.44
H -5.798 -3.238 -2.929  0.41
H -3.325 -2.998 -1.763  0.36
C -1.078 0.842 3.011  -0.19
H 0.654 0.856 -3.733  0.46
N -1.970 1.065 -1.922  0.44
C -2.204 2.104 -2.826  -0.15
H -1.794 3.736 0.035  0.45
C 3.184 0.463 -1.252  -0.34
H 3.456 0.003 -4.493  0.22

---

[2]
A cluster of 7 separate species, C28H35F21O14 in total in a non-equilibrium geometry. Source: OMol25; level of theory: the ωB97M-V functional and the def2-TZVPD basis.

total charge: 0
total energy: -4238.4578 a.u.
energy above the lowest of the compared OMol25 structures with the same formula, charge and spin: 103.21 kcal per mole
multiplicity: 1
SMILES: CCOC(=O)C(F)(F)F.CCOC(=O)C(F)(F)F.CCOC(=O)C(F)(F)F.CCOC(=O)C(F)(F)F.CCOC(=O)C(F)(F)F.CCOC(=O)C(F)(F)F.CCOC(=O)C(F)(F)F
maximum force: 5.583 eV/Å
HOMO: -11.160 eV

Each line ends with the Mulliken charge.
CARTESIAN COORDINATES (ANGSTROEM)
C 0.045 1.330 3.664  0.36
H 5.185 8.274 -8.210  0.33
H 3.736 -8.114 -1.836  0.32
F -5.407 -5.432 -4.568  -0.23
O -8.276 7.145 5.763  -0.56
O 10.392 -0.109 -0.077  -0.20
H -6.363 -3.168 5.944  0.36
H -7.834 -2.448 3.295  0.32
H -8.625 -6.693 -7.269  0.32
C -4.720 -4.636 -5.423  0.84
F 7.906 0.051 0.311  -0.24
C 5.979 -5.482 -4.193  0.90
F 6.567 6.071 -4.519  -0.25
C 12.063 1.261 -1.002  -1.21
F 0.017 -0.930 3.341  -0.26
H 2.578 -7.444 -2.979  0.27
C 8.411 -1.087 0.859  0.88
C 3.452 8.206 -6.864  -0.16
O -6.625 -5.142 -6.744  -0.20
F -10.266 8.054 7.720  -0.23
O 1.128 2.061 3.554  -0.21
O 5.768 8.825 -5.480  -0.54
H 2.933 -6.153 -0.216  0.34
H -5.200 5.542 8.974  0.31
H -6.250 -1.902 3.816  0.30
F 7.778 -2.098 0.351  -0.24
O -6.031 -5.485 6.503  -0.54
F -9.559 6.439 8.967  -0.24
H -9.626 -5.328 -7.061  0.32
H -9.326 -5.754 -8.665  0.34
H -7.063 -5.027 -8.754  0.32
H -7.686 -1.461 4.782  0.36
H 11.635 1.173 -2.001  0.31
H 11.572 2.116 -0.538  0.32
C -6.944 -3.432 5.060  -0.22
H 4.466 6.783 -8.228  0.34
C -5.504 -4.476 -6.746  0.38
O 5.160 -7.711 -4.309  -0.54
C -5.208 5.240 7.927  -1.06
C 4.192 7.833 -8.120  -1.18
C -6.093 6.160 7.088  -0.29
H 3.207 4.560 4.312  0.36
F -6.434 -7.809 4.627  -0.23
H -4.214 5.342 7.492  0.35
F -4.312 -3.464 -4.970  -0.22
O -4.987 -3.851 -7.688  -0.55
C -7.224 -2.238 4.173  -1.15
H 1.643 -7.169 -0.672  0.37
H 3.500 9.279 -6.679  0.30
C 5.129 7.806 -5.183  0.40
C 0.099 0.192 2.615  0.90
F 4.478 6.092 -3.661  -0.23
C -5.503 -6.880 4.600  0.84
C 5.115 -6.625 -3.714  0.32
F 8.232 -1.178 2.186  -0.24
H 1.691 2.847 5.347  0.29
C 2.863 3.684 3.763  -1.12
O -6.414 -4.598 4.476  -0.25
O -7.338 6.415 7.681  -0.23
C 9.894 -1.229 0.539  0.34
F 5.928 -5.421 -5.523  -0.25
H 12.159 0.150 0.831  0.29
C 2.394 -6.503 -1.097  -1.21
H -5.579 4.217 7.862  0.29
C -9.740 6.822 7.715  0.84
F 7.247 -5.615 -3.792  -0.23
F 5.950 7.569 -3.116  -0.22
H 1.908 -5.574 -1.393  0.32
F -5.196 -6.616 3.345  -0.23
H 3.570 8.006 -8.998  0.35
C -8.827 -5.710 -7.697  -1.14
C 3.287 -7.187 -2.192  -0.17
C -6.003 -5.604 5.276  0.40
O 3.913 7.596 -5.721  -0.33
H -7.929 -3.817 -7.728  0.28
H 2.627 3.942 2.731  0.30
H -5.720 7.183 7.045  0.28
C 1.562 3.196 4.322  -0.21
C 5.524 6.850 -4.088  0.86
O 10.599 -2.245 0.841  -0.56
H 0.789 3.964 4.301  0.29
F -3.582 -5.300 -5.703  -0.26
H 2.385 8.033 -7.003  0.33
H -7.913 -3.645 5.510  0.29
C -8.416 6.768 6.948  0.40
F -4.374 -7.372 5.235  -0.24
H 13.119 1.529 -1.049  0.38
F 5.439 -4.342 -3.806  -0.24
H 3.662 2.948 3.676  0.31
O 4.252 -6.239 -2.752  -0.20
H -6.099 5.820 6.052  0.37
C 11.770 0.039 -0.181  -0.14
F -10.533 5.907 7.166  -0.24
O -0.887 1.694 4.312  -0.56
F -0.950 0.240 1.826  -0.24
F 1.240 0.177 1.924  -0.22
C -7.555 -4.838 -7.800  -0.18
H 12.194 -0.855 -0.638  0.31

---

[3]
A structure of composition C28H35F2N5O3PtS in a non-equilibrium geometry. Source: OMol25; level of theory: the ωB97M-V functional and the def2-TZVPD basis.

total charge: +2
total energy: -2304.1485 a.u.
energy above the lowest of the compared OMol25 structures with the same formula, charge and spin: 26.52 kcal per mole
multiplicity: 1
maximum force: 4.551 eV/Å
HOMO (spin up / spin down): -12.977 / -12.981 eV

Each line ends with the Mulliken charge.
CARTESIAN COORDINATES (ANGSTROEM)
C -3.627 1.675 -1.012  -1.14
C 1.909 1.871 -1.673  0.51
C -3.344 -2.549 -3.146  -1.17
N -2.970 1.333 1.356  0.32
H -5.102 3.570 2.801  0.38
C 3.620 2.963 -0.256  -0.84
H -4.861 3.412 1.065  0.28
H 0.173 1.461 1.054  -0.50
C -1.668 1.541 1.601  1.15
H 1.392 -2.918 -0.102  -0.05
C 5.329 1.196 3.875  -0.79
C 3.548 0.930 1.649  -0.31
O 5.259 2.155 2.839  -0.44
H -1.784 3.125 3.057  0.31
F -3.338 -4.775 -1.378  -0.30
C 4.433 3.027 0.855  -0.92
H 4.261 -1.398 -2.459  0.24
C -2.350 -2.150 -2.247  0.28
C -4.393 3.269 2.034  -0.94
H -4.442 2.349 -0.773  0.37
C 2.758 -2.162 -1.345  0.82
H -2.885 -0.125 -5.465  0.48
O 0.773 1.403 -1.718  -0.72
C -1.303 -3.988 1.460  0.34
O 1.925 -0.167 0.418  -0.40
H 3.619 3.791 -0.946  0.50
C -2.025 -2.830 -0.985  -0.06
N -0.753 1.180 0.749  -0.28
C 2.490 2.475 -2.922  -1.88
H -3.525 3.922 2.093  0.26
H 4.081 -3.953 0.284  0.43
C -1.804 -0.358 -3.623  -0.42
H 5.094 3.862 1.022  0.49
H -1.146 0.486 -3.768  0.54
C 2.690 0.834 0.520  -0.65
H 3.566 2.353 -2.997  0.47
C -2.769 -0.698 -4.560  -0.83
C -4.019 1.798 2.245  -0.80
S 1.582 -1.624 -2.478  -0.26
F -0.945 -4.543 2.618  -0.31
H -0.170 -2.210 1.821  0.67
H -0.213 2.339 2.962  0.47
C -3.379 0.690 0.127  0.23
H 2.731 -3.977 1.423  0.34
N 4.031 -1.877 -1.602  -0.31
H 3.476 0.132 2.371  0.48
C -3.556 -1.810 -4.299  -0.51
H -2.580 -0.002 -0.165  -0.78
H 6.083 1.563 4.567  0.25
H -4.330 -2.102 -4.993  0.48
H 1.998 2.036 -3.789  0.37
H -3.944 -3.423 -2.955  0.60
H -2.551 -5.640 0.886  0.55
C 3.291 -3.350 0.734  -1.10
Pt -0.071 -0.511 -0.812  2.47
N -1.623 -1.054 -2.518  0.47
H 4.374 1.112 4.401  0.32
C 2.751 1.899 -0.476  0.83
C -1.286 2.172 2.909  -1.66
H 4.794 -2.254 -1.063  0.20
C -2.158 -4.673 0.614  -0.84
H -3.717 1.633 3.281  0.46
H -1.569 1.514 3.730  0.36
C -1.141 -2.172 -0.100  0.05
N 2.391 -2.859 -0.285  0.02
H 5.640 0.219 3.494  0.32
C 4.415 1.988 1.826  0.72
C -0.802 -2.739 1.120  -0.84
H -2.730 2.251 -1.220  0.21
H -4.288 0.119 0.324  0.45
C -2.509 -4.085 -0.590  1.00
H 2.263 3.542 -2.915  0.44
H -4.904 1.186 2.063  0.37
H -3.903 1.124 -1.903  0.40
H 3.739 -2.523 1.290  0.33